Entry 1:
This record from the Open Molecules 2025 dataset describes an isolated ion of composition C3HINOS2 and charge -1 at a distorted geometry. The level of theory is wB97M-V/def2-TZVPD.

Element x y z (Å)
O  -0.585  -0.151  -1.378
C  -0.530  -1.234  -0.813
S  -1.285  -2.597  -1.372
N  0.224  -1.326  0.379
C  0.746  -0.211  0.669
S  1.755  0.541  1.870
C  0.310  1.040  0.215
I  -1.407  2.018  0.746
H  0.772  1.920  -0.318

Computed properties:
- charge = -1
- SMILES = O=C([S-])/N=C1/S[C@@H]1I
- energy relative to the best compared isomer or geometry (same formula, charge and spin) (kJ/mol) = 217.9
- molar mass (g/mol) = 258.08

---

Entry 2:
This record from the Open Molecules 2025 dataset describes C3HLuO2 as an isolated structure at a distorted geometry. The level of theory is wB97M-V/def2-TZVPD.

Element x y z (Å)
C  -0.002  -0.588  -0.687
C  -0.071  0.020  0.372
Lu  0.203  -1.802  -2.774
O  0.259  0.598  1.723
C  -0.891  1.218  1.695
O  -0.745  2.327  1.021
H  -1.269  3.031  1.426

Computed properties:
- charge = +2
- energy relative to the best compared isomer or geometry (same formula, charge and spin) (kJ/mol) = 475.6
- molar mass (g/mol) = 244.01

---

Entry 3:
This record from the Open Molecules 2025 dataset describes a 2-piece molecular cluster, C3HN2O2 overall at a distorted geometry. The level of theory is wB97M-V/def2-TZVPD.

Element x y z (Å)
C  2.419  -0.442  0.299
C  -0.696  0.150  -0.639
C  -1.916  0.360  0.359
N  3.479  -0.754  0.590
N  -0.144  0.050  -1.646
O  -2.038  1.469  0.751
O  -2.609  -0.626  0.458
H  1.504  -0.206  -0.172

Computed properties:
- charge = -1
- energy relative to the best compared isomer or geometry (same formula, charge and spin) (kJ/mol) = 53.9
- molar mass (g/mol) = 97.05

---

Entry 4:
This record from the Open Molecules 2025 dataset describes one molecule with the formula C3HN3O. The level of theory is wB97M-V/def2-TZVPD.

Element x y z (Å)
N  0.233  -1.046  1.510
C  -0.742  -0.307  1.698
C  0.156  -0.138  0.322
C  -0.349  -0.504  -1.005
O  -0.045  0.117  -1.996
N  1.664  1.796  0.140
N  0.996  0.921  0.277
H  -1.028  -1.381  -0.985

Computed properties:
- energy relative to the best compared isomer or geometry (same formula, charge and spin) (kJ/mol) = 228.6
- molar mass (g/mol) = 95.06

---

Entry 5:
This record from the Open Molecules 2025 dataset describes a 2-piece molecular cluster, C3HN3O overall at a distorted geometry. The level of theory is wB97M-V/def2-TZVPD.

Element x y z (Å)
C  0.750  1.530  -0.059
C  -1.175  -0.337  -0.191
C  0.866  0.178  -0.156
N  0.528  2.644  0.110
N  -0.827  -1.474  0.099
N  0.052  -2.264  0.056
O  1.449  -0.854  -0.038
H  -1.643  0.577  0.179

Computed properties:
- energy relative to the best compared isomer or geometry (same formula, charge and spin) (kJ/mol) = 411.3
- molar mass (g/mol) = 95.06

---

Entry 6:
This record from the Open Molecules 2025 dataset describes a 2-piece molecular cluster, C3HN3O2S overall at a distorted geometry. The level of theory is wB97M-V/def2-TZVPD.

Element x y z (Å)
C  -1.080  -1.425  -1.465
C  2.232  -0.339  0.856
C  -0.423  -0.603  -0.437
N  -1.441  -2.008  -2.403
N  2.506  0.470  1.680
N  -0.906  -0.804  0.843
O  -0.560  0.022  1.639
O  -1.533  -1.823  1.047
S  1.856  -1.477  -0.277
H  -0.258  0.411  -0.556

Computed properties:
- energy relative to the best compared isomer or geometry (same formula, charge and spin) (kJ/mol) = 208.5
- molar mass (g/mol) = 143.13